# 1
{"formula": "C11H12NO2", "method": "ωB97M-V with the def2-TZVPD basis set", "lumo_energy_ev": 3.403, "spin_multiplicity": 1, "total_charge": -1, "gap_ha": 0.292, "homo_energy_ev": -4.55, "species": ["O", "O", "N", "C", "C", "C", "C", "C", "C", "C", "C", "C", "C", "C", "H", "H", "H", "H", "H", "H", "H", "H", "H", "H", "H", "H"], "positions_angstrom": [[-1.749, 3.202, -0.373], [-1.811, 1.555, -1.889], [0.120, 0.395, -0.247], [1.096, -1.308, 0.851], [3.671, -0.394, 0.317], [3.459, -1.624, 0.983], [-0.856, -0.445, 0.190], [2.604, 0.326, -0.172], [2.194, -2.094, 1.230], [-1.045, -2.626, 1.550], [-3.371, 3.310, -2.129], [1.319, -0.125, 0.116], [-2.226, 2.622, -1.367], [-0.320, -1.505, 0.858], [-3.113, 3.323, -3.187], [-0.220, 1.283, -0.635], [-3.599, 4.332, -1.811], [1.976, -3.051, 1.690], [-4.241, 2.670, -1.995], [-1.171, -3.486, 0.884], [-0.585, -2.898, 2.497], [2.731, 1.300, -0.630], [-2.050, -2.288, 1.813], [4.710, -0.161, 0.111], [-1.897, -0.216, 0.031], [4.375, -2.095, 1.316]], "mulliken_charge": [-0.740, -0.809, 0.182, 0.863, -0.508, -0.482, -0.593, -0.525, -0.487, -1.369, -0.967, -0.450, 0.753, 0.452, 0.255, 0.162, 0.274, 0.345, 0.218, 0.243, 0.369, 0.370, 0.382, 0.337, 0.388, 0.339]}

# 2
{"formula": "C11H12NO2", "method": "ωB97M-V with the def2-TZVPD basis set", "lumo_energy_ev": 3.014, "spin_multiplicity": 1, "total_charge": -1, "gap_ha": 0.263, "homo_energy_ev": -4.15, "species": ["O", "O", "N", "C", "C", "C", "C", "C", "C", "C", "C", "C", "C", "C", "H", "H", "H", "H", "H", "H", "H", "H", "H", "H", "H", "H"], "positions_angstrom": [[-1.399, -4.512, 1.391], [-0.048, -3.865, -0.288], [0.206, -0.130, -1.583], [-0.510, 1.874, 1.886], [0.871, -4.025, 1.903], [-0.051, 0.394, -0.347], [0.267, 0.907, -2.482], [-0.199, -0.284, 0.856], [-0.499, 0.469, 1.972], [-0.036, 1.794, -0.444], [-0.301, -4.177, 0.905], [-0.090, 3.388, -2.597], [0.128, 2.105, -1.845], [-0.294, 2.557, 0.704], [-0.313, 3.637, 0.718], [-0.074, -1.355, 0.845], [-0.215, 4.269, -1.976], [1.789, -3.701, 1.409], [1.017, -4.992, 2.394], [-0.668, 2.416, 2.808], [0.416, 0.746, -3.538], [-0.725, 0.014, 2.924], [0.722, 3.582, -3.299], [-0.998, 3.286, -3.194], [0.639, -3.291, 2.675], [0.364, -1.105, -1.797]], "mulliken_charge": [-0.739, -0.736, -0.013, -0.480, -0.894, -0.421, -0.728, -0.330, -0.506, 0.720, 0.653, -1.326, 0.557, -0.489, 0.343, 0.327, 0.323, 0.269, 0.324, 0.341, 0.391, 0.417, 0.318, 0.279, 0.183, 0.216]}

# 3
{"formula": "C11H12NO5S6SbW", "method": "ωB97M-V with the def2-TZVPD basis set", "lumo_energy_ev": [-5.361, -5.463], "spin_multiplicity": 2, "total_charge": 1, "gap_ha": [0.224, 0.245], "homo_energy_ev": [-11.46, -12.13], "species": ["W", "Sb", "S", "S", "S", "S", "S", "S", "O", "O", "O", "O", "O", "N", "C", "C", "C", "C", "C", "C", "C", "C", "C", "C", "C", "H", "H", "H", "H", "H", "H", "H", "H", "H", "H", "H", "H"], "positions_angstrom": [[-0.397, -0.383, 0.447], [2.331, 0.323, 1.890], [-0.379, -1.915, 2.297], [-0.433, -3.789, 1.474], [-2.992, -0.331, -0.533], [1.210, 0.898, -0.410], [0.812, -2.182, -0.750], [3.799, -1.183, 1.367], [-4.046, -0.303, 0.427], [-1.995, -1.473, -0.433], [-0.848, 2.973, 2.180], [0.486, -4.697, -0.768], [-0.941, 0.724, 1.941], [-1.868, 0.812, -0.356], [-5.357, -0.252, -6.029], [-2.174, 2.041, 0.383], [-1.268, 2.025, 1.612], [0.306, -3.623, -0.043], [-4.754, -0.262, -4.654], [-3.372, -0.383, -4.485], [0.234, -6.016, -0.214], [-2.810, -0.414, -3.227], [-3.654, -0.323, -2.119], [-5.570, -0.170, -3.529], [-5.034, -0.200, -2.254], [-4.615, -0.012, -6.788], [-5.773, -1.234, -6.263], [0.673, -6.089, 0.779], [-1.952, 2.928, -0.206], [-3.220, 2.057, 0.695], [-5.661, -0.132, -1.377], [0.721, -6.699, -0.900], [-6.640, -0.073, -3.654], [-6.170, 0.471, -6.094], [-1.739, -0.507, -3.101], [-0.840, -6.191, -0.188], [-2.735, -0.452, -5.357]], "mulliken_spin": [0.820, -0.010, -0.017, 0.016, -0.011, 0.112, 0.016, 0.066, 0.003, 0.007, 0.001, 0.005, -0.011, -0.018, 0.000, 0.005, 0.018, -0.004, 0.000, 0.001, 0.003, 0.006, -0.012, 0.000, 0.000, 0.000, 0.000, 0.000, 0.005, 0.001, 0.000, 0.000, 0.000, 0.000, -0.003, -0.002, 0.000]}

# 4
{"formula": "C11H12NOP", "method": "ωB97M-V with the def2-TZVPD basis set", "lumo_energy_ev": 0.708, "spin_multiplicity": 1, "total_charge": 0, "gap_ha": 0.306, "homo_energy_ev": -7.63, "smiles": "CC1=C(c2ccc[nH]2)[P@@]2(=O)C=C[C@@H]1C2", "species": ["P", "O", "N", "C", "C", "C", "C", "C", "C", "C", "C", "C", "C", "C", "H", "H", "H", "H", "H", "H", "H", "H", "H", "H", "H", "H"], "positions_angstrom": [[0.179, -1.949, 0.879], [0.545, -2.547, 2.157], [0.205, 0.467, 2.688], [0.173, 1.131, -1.821], [1.011, -2.360, -0.740], [0.041, -1.478, -1.563], [0.085, -0.130, -0.929], [-0.046, 2.668, 2.702], [-1.431, -2.293, 0.097], [0.248, 0.896, 1.419], [0.194, -0.113, 0.384], [0.062, 2.257, 1.394], [0.067, 1.554, 3.510], [-1.323, -2.054, -1.170], [0.196, -0.536, 3.055], [0.137, 2.807, 0.538], [1.109, 1.089, -2.316], [0.966, -3.528, -0.780], [0.133, 1.890, -1.129], [-2.270, -2.771, 0.450], [0.083, -1.397, -2.695], [2.107, -2.109, -0.741], [-0.193, 3.769, 2.897], [-1.959, -2.182, -1.998], [-0.763, 1.210, -2.496], [0.323, 1.498, 4.610]], "mulliken_charge": [0.692, -0.907, 0.001, -1.088, -0.961, 0.167, 0.371, -0.485, -0.696, 0.156, 0.355, -0.649, -0.660, -0.508, 0.211, 0.487, 0.325, 0.312, 0.112, 0.598, 0.441, 0.341, 0.326, 0.467, 0.298, 0.293]}

# 5
{"formula": "C11H12NOPd", "method": "ωB97M-V with the def2-TZVPD basis set", "lumo_energy_ev": [-16.188, -16.311], "spin_multiplicity": 1, "total_charge": 3, "gap_ha": [0.143, 0.135], "homo_energy_ev": [-20.08, -19.99], "species": ["Pd", "O", "N", "C", "C", "C", "C", "C", "C", "C", "C", "C", "C", "C", "H", "H", "H", "H", "H", "H", "H", "H", "H", "H", "H", "H"], "positions_angstrom": [[-0.950, 0.005, 0.445], [-0.782, -0.011, -1.943], [1.149, -0.001, -0.172], [3.828, 0.003, -0.678], [-3.435, 0.068, 0.593], [-2.949, -1.135, 1.193], [-2.096, -0.775, 2.284], [1.554, 0.000, -1.445], [2.936, 0.001, -1.734], [-2.849, 1.174, 1.285], [0.511, 0.001, -2.512], [2.002, -0.001, 0.846], [3.386, -0.001, 0.639], [-2.035, 0.657, 2.343], [1.603, 0.002, 1.866], [0.654, 0.883, -3.172], [-1.444, 0.003, -2.660], [-1.710, -1.461, 3.034], [-3.309, -2.134, 0.971], [-4.232, 0.132, -0.141], [-3.123, 2.215, 1.144], [3.268, 0.000, -2.769], [-1.606, 1.243, 3.153], [4.063, 0.000, 1.487], [4.902, 0.006, -0.877], [0.662, -0.873, -3.180]], "mulliken_charge": [0.640, -0.451, -0.384, -0.158, -0.084, -0.080, -0.287, 0.484, -0.682, -0.106, -0.278, 0.129, -0.750, -0.355, 0.370, 0.423, 0.336, 0.495, 0.482, 0.504, 0.482, 0.441, 0.512, 0.441, 0.456, 0.419]}

# 6
{"formula": "C11H12NS2", "method": "ωB97M-V with the def2-TZVPD basis set", "lumo_energy_ev": -3.950, "spin_multiplicity": 1, "total_charge": 1, "gap_ha": 0.310, "homo_energy_ev": -12.38, "species": ["S", "S", "N", "C", "C", "C", "C", "C", "C", "C", "C", "C", "C", "C", "H", "H", "H", "H", "H", "H", "H", "H", "H", "H", "H", "H"], "positions_angstrom": [[-0.100, -0.495, 1.896], [-2.753, 0.771, -1.276], [-0.352, 0.107, -0.750], [3.012, 0.652, -2.066], [1.000, -0.216, -1.043], [-0.906, 0.444, 3.190], [-1.031, -0.097, 0.438], [-2.420, 0.310, 0.307], [3.624, -0.592, -1.746], [-3.522, 0.225, 1.227], [-1.183, 0.457, -1.730], [2.940, -1.541, -0.953], [1.690, 0.748, -1.839], [1.629, -1.263, -0.441], [-0.755, 1.571, 3.138], [-4.475, 0.100, 0.622], [-3.719, 1.098, 1.970], [1.125, -2.031, 0.212], [3.528, -2.472, -0.660], [-3.445, -0.781, 1.834], [4.522, -1.049, -2.220], [-0.816, 0.480, -2.679], [-2.009, 0.365, 3.289], [1.302, 1.711, -2.132], [3.554, 1.356, -2.654], [-0.437, 0.138, 4.067]], "mulliken_charge": [0.039, -0.079, 0.196, -0.727, 0.806, -0.899, -0.321, 1.019, -0.355, -1.461, -0.154, -0.634, -0.411, -0.430, 0.318, 0.443, 0.306, 0.384, 0.316, 0.346, 0.336, 0.564, 0.245, 0.359, 0.406, 0.388]}

# 7
{"formula": "C11H13BeBr", "method": "ωB97M-V with the def2-TZVPD basis set", "lumo_energy_ev": 5.961, "spin_multiplicity": 1, "total_charge": -2, "gap_ha": 0.194, "homo_energy_ev": 0.68, "species": ["Br", "C", "C", "C", "C", "C", "C", "C", "C", "C", "C", "C", "Be", "H", "H", "H", "H", "H", "H", "H", "H", "H", "H", "H", "H", "H"], "positions_angstrom": [[1.261, 2.528, 0.167], [2.046, -0.426, 0.315], [-0.669, -1.152, -1.636], [-0.601, 1.112, -1.943], [-0.336, -1.126, 1.802], [-1.441, 0.040, -1.613], [-0.668, 1.125, 2.025], [0.634, -0.810, -2.025], [-1.544, -0.799, 1.171], [0.215, 0.071, 2.321], [-1.738, 0.603, 1.284], [0.691, 0.586, -2.186], [0.157, 0.224, 0.024], [-2.486, 0.108, -1.370], [2.568, 0.050, 1.167], [-2.204, -1.489, 0.677], [-1.018, -2.144, -1.408], [-0.869, 2.152, -1.962], [0.121, -2.098, 1.844], [1.166, 0.167, 2.809], [-0.514, 2.159, 2.265], [-2.561, 1.169, 0.885], [1.573, 1.157, -2.404], [2.057, -1.526, 0.459], [1.461, -1.487, -2.115], [2.698, -0.194, -0.552]], "mulliken_charge": [-0.798, -1.239, -0.809, -0.741, -0.570, -0.644, -0.874, -0.295, -0.747, -0.424, -0.660, -0.564, 0.747, 0.590, 0.300, 0.585, 0.464, 0.359, 0.439, 0.573, 0.514, 0.463, 0.411, 0.092, 0.517, 0.310]}

# 8
{"formula": "C11H13ClO3SYb", "method": "ωB97M-V with the def2-TZVPD basis set", "lumo_energy_ev": [1.622, 1.458], "spin_multiplicity": 2, "total_charge": -1, "gap_ha": [0.150, 0.144], "homo_energy_ev": [-2.46, -2.46], "species": ["Yb", "Cl", "S", "O", "O", "O", "C", "C", "C", "C", "C", "C", "C", "C", "C", "C", "C", "H", "H", "H", "H", "H", "H", "H", "H", "H", "H", "H", "H", "H"], "positions_angstrom": [[-1.562, -0.172, 0.442], [-2.699, -0.803, 2.252], [0.153, 1.923, 2.056], [0.820, 2.665, 0.889], [1.235, 2.064, 3.136], [0.197, 0.251, 1.657], [3.271, -2.879, 0.049], [2.994, -2.753, -2.211], [-3.501, 0.199, -0.843], [-1.449, 0.735, -1.687], [-1.386, 2.696, 2.642], [-3.121, 1.440, -0.303], [-2.462, -0.252, -1.689], [3.838, -1.667, -0.392], [3.667, -1.589, -1.789], [-1.847, 1.771, -0.814], [2.749, -3.550, -1.075], [-0.507, 0.673, -2.204], [-1.274, 2.651, -0.570], [-1.309, 2.919, 3.725], [-3.675, 2.004, 0.428], [2.247, -4.512, -1.067], [2.713, -2.993, -3.231], [-4.394, -0.349, -0.594], [-2.236, 2.007, 2.476], [4.322, -0.924, 0.233], [-2.448, -1.178, -2.241], [-1.573, 3.632, 2.077], [3.995, -0.775, -2.427], [3.241, -3.233, 1.074]], "mulliken_spin": [1.004, -0.002, 0.000, 0.000, 0.000, 0.000, 0.000, 0.000, 0.001, -0.001, 0.000, -0.002, -0.002, 0.000, 0.000, 0.001, 0.000, 0.000, 0.000, 0.000, 0.000, 0.000, 0.000, 0.000, 0.000, 0.000, 0.000, 0.000, 0.000, 0.000]}

Please write out number 4 again, unchanged.
{"formula": "C11H12NOP", "method": "ωB97M-V with the def2-TZVPD basis set", "lumo_energy_ev": 0.708, "spin_multiplicity": 1, "total_charge": 0, "gap_ha": 0.306, "homo_energy_ev": -7.63, "smiles": "CC1=C(c2ccc[nH]2)[P@@]2(=O)C=C[C@@H]1C2", "species": ["P", "O", "N", "C", "C", "C", "C", "C", "C", "C", "C", "C", "C", "C", "H", "H", "H", "H", "H", "H", "H", "H", "H", "H", "H", "H"], "positions_angstrom": [[0.179, -1.949, 0.879], [0.545, -2.547, 2.157], [0.205, 0.467, 2.688], [0.173, 1.131, -1.821], [1.011, -2.360, -0.740], [0.041, -1.478, -1.563], [0.085, -0.130, -0.929], [-0.046, 2.668, 2.702], [-1.431, -2.293, 0.097], [0.248, 0.896, 1.419], [0.194, -0.113, 0.384], [0.062, 2.257, 1.394], [0.067, 1.554, 3.510], [-1.323, -2.054, -1.170], [0.196, -0.536, 3.055], [0.137, 2.807, 0.538], [1.109, 1.089, -2.316], [0.966, -3.528, -0.780], [0.133, 1.890, -1.129], [-2.270, -2.771, 0.450], [0.083, -1.397, -2.695], [2.107, -2.109, -0.741], [-0.193, 3.769, 2.897], [-1.959, -2.182, -1.998], [-0.763, 1.210, -2.496], [0.323, 1.498, 4.610]], "mulliken_charge": [0.692, -0.907, 0.001, -1.088, -0.961, 0.167, 0.371, -0.485, -0.696, 0.156, 0.355, -0.649, -0.660, -0.508, 0.211, 0.487, 0.325, 0.312, 0.112, 0.598, 0.441, 0.341, 0.326, 0.467, 0.298, 0.293]}

Q: Number 6 is which compound?
A: C11H12NS2